Formula: C36H81BN2O19P
Source: the OMol25 dataset
Level of theory: the ωB97M-V functional and the def2-TZVPD basis

```
140
C36H81BN2O19P the ωB97M-V functional and the def2-TZVPD basis
C 2.622 2.921 0.015
C 3.208 2.085 -0.982
B 3.617 1.086 -2.267
N 5.134 0.837 -2.086
N 2.787 -0.169 -2.112
C 1.352 0.098 -1.729
C 0.175 0.732 -2.677
O 0.995 -0.191 -0.447
C 2.935 -1.137 -3.260
C 4.335 -2.048 -3.348
O 2.072 -1.324 -4.268
P 3.315 2.094 -3.862
O 3.698 1.217 -5.315
O 4.500 3.418 -3.839
H 2.484 3.622 0.944
H 5.267 0.080 -1.351
H 5.563 1.732 -1.755
H -0.559 1.467 -2.125
H -0.502 -0.187 -3.026
H 0.570 1.214 -3.686
H 4.767 -2.313 -2.292
H 4.033 -3.013 -3.953
H 5.082 -1.398 -4.013
H 3.984 1.937 -5.980
H 4.805 3.593 -2.900
C -7.744 -2.557 -1.614
O -6.715 -2.820 -2.554
C -6.720 -1.899 -3.646
C -5.304 -1.711 -4.197
O -4.477 -0.874 -3.378
C -4.044 -1.442 -2.133
C -3.008 -2.557 -2.302
O -3.642 -3.771 -2.708
C -2.776 -4.617 -3.446
H -8.728 -2.717 -2.073
H -7.624 -3.244 -0.772
H -7.666 -1.534 -1.234
H -7.121 -0.926 -3.335
H -7.365 -2.321 -4.424
H -5.386 -1.189 -5.157
H -4.814 -2.663 -4.405
H -4.895 -1.761 -1.529
H -3.567 -0.618 -1.590
H -2.514 -2.749 -1.344
H -2.259 -2.247 -3.038
H -2.383 -4.094 -4.323
H -3.353 -5.478 -3.793
H -1.956 -4.968 -2.813
C 2.845 0.353 6.682
O 3.807 1.302 6.253
C 4.232 1.082 4.907
C 4.634 2.404 4.248
O 3.518 3.214 3.859
C 2.786 3.834 4.926
C 3.557 4.964 5.615
O 4.534 4.429 6.509
C 5.634 5.303 6.698
H 3.290 -0.649 6.721
H 2.509 0.634 7.684
H 1.977 0.356 6.017
H 3.436 0.611 4.318
H 5.097 0.411 4.945
H 5.160 2.167 3.316
H 5.335 2.973 4.861
H 2.424 3.090 5.639
H 1.899 4.270 4.454
H 2.866 5.572 6.209
H 4.031 5.594 4.855
H 6.104 5.543 5.739
H 6.374 4.792 7.320
H 5.313 6.217 7.204
C 7.480 2.943 -5.273
O 8.442 3.914 -4.895
C 9.514 4.019 -5.833
C 10.084 5.441 -5.840
O 9.261 6.385 -6.537
C 8.036 6.753 -5.887
C 8.245 7.626 -4.646
O 8.667 6.827 -3.539
C 9.436 7.560 -2.600
H 7.926 1.941 -5.258
H 6.655 2.979 -4.556
H 7.080 3.165 -6.267
H 9.176 3.759 -6.843
H 10.290 3.313 -5.520
H 11.031 5.418 -6.390
H 10.320 5.793 -4.835
H 7.425 5.874 -5.673
H 7.483 7.345 -6.625
H 7.299 8.101 -4.366
H 8.987 8.400 -4.868
H 10.308 8.009 -3.085
H 9.792 6.866 -1.834
H 8.824 8.332 -2.127
C -16.014 -1.539 -1.699
O -15.017 -1.282 -2.674
C -14.120 -0.243 -2.280
C -12.737 -0.465 -2.899
O -11.976 -1.491 -2.249
C -12.419 -2.838 -2.469
C -12.160 -3.339 -3.892
O -13.130 -2.805 -4.794
C -12.642 -2.703 -6.122
H -16.672 -0.668 -1.589
H -16.607 -2.396 -2.031
H -15.557 -1.792 -0.738
H -14.026 -0.201 -1.188
H -14.538 0.702 -2.642
H -12.158 0.456 -2.763
H -12.790 -0.638 -3.974
H -13.463 -2.961 -2.174
H -11.827 -3.453 -1.782
H -12.250 -4.430 -3.922
H -11.148 -3.052 -4.198
H -11.735 -2.092 -6.152
H -13.405 -2.209 -6.730
H -12.446 -3.696 -6.533
C -0.457 -4.945 9.592
O 0.572 -5.208 8.652
C 0.567 -4.287 7.560
C 1.983 -4.099 7.009
O 2.810 -3.263 7.828
C 3.243 -3.830 9.073
C 4.279 -4.945 8.904
O 3.645 -6.159 8.498
C 4.511 -7.005 7.761
H -1.441 -5.106 9.133
H -0.337 -5.632 10.434
H -0.379 -3.922 9.972
H 0.166 -3.315 7.872
H -0.078 -4.709 6.782
H 1.901 -3.577 6.049
H 2.473 -5.051 6.801
H 2.392 -4.149 9.677
H 3.720 -3.007 9.616
H 4.773 -5.138 9.863
H 5.028 -4.635 8.168
H 4.904 -6.483 6.883
H 3.934 -7.866 7.413
H 5.331 -7.356 8.393
```

Output
* net charge: -1
* Kohn-Sham gap: 5.65 eV
* strongest force on any atom: 11.2 eV/Å